DFT (ωB97M-V with the def2-TZVPD basis set) results for a 19-piece molecular cluster, C33H62Br2Cl36N3O5S overall in a non-equilibrium geometry.

highest occupied orbital energy	-11.8	eV
relative energy (zero: lowest compared OMol25 entry of this formula, charge and spin)	0.00	kcal/mol
HOMO-LUMO gap	8.3729	eV

Structure (ORCA input):
```
! RIJCOSX wB97M-V def2-TZVPD def2/J DEFGRID3
* xyz 1 1
C 3.65103 -0.97051 4.46499
C 4.91411 -0.22701 4.22286
O 5.65585 0.16856 5.07590
O 5.25043 -0.01854 2.87262
C 4.57832 1.02493 2.24111
N 3.48761 0.50619 1.41070
C 2.23288 0.84974 1.48496
N 1.68227 1.74165 2.32014
C 0.18950 1.55743 2.27762
C -0.47870 2.81903 1.71541
S -1.17824 3.90462 2.96861
O -0.25898 4.99208 3.15607
O -2.53591 4.18050 2.60787
C 0.04784 0.20023 1.49360
C -1.14375 0.02808 0.54019
C -2.50054 -0.43120 1.10290
C -3.41309 0.62212 1.75289
C -3.20336 0.79454 3.24489
C -4.89183 0.19178 1.53459
C 0.22015 -0.99865 2.42538
Br -0.12725 -0.69504 4.26825
C 0.54793 -2.23543 2.01142
C 0.76819 -2.70110 0.59995
Br 0.71073 -3.65215 3.23135
N 1.27450 0.27200 0.63226
O 1.12676 1.26714 -0.36249
H 3.03650 -1.08449 3.57658
H 3.88198 -1.96728 4.83429
H 3.07453 -0.45537 5.22763
H 4.20469 1.78093 2.92788
H 5.29967 1.49569 1.57800
H 3.71613 -0.17824 0.69422
H 2.02296 2.69593 2.26510
H -0.05980 1.49294 3.32709
H 0.23327 3.46309 1.20745
H -1.31397 2.62546 1.05622
H -1.22133 3.13569 4.08774
H -0.83500 -0.70074 -0.20224
H -1.32841 0.94403 -0.01188
H -3.05127 -0.80408 0.24210
H -2.39826 -1.27925 1.78310
H -3.29126 1.57918 1.24503
H -3.86219 1.58429 3.59831
H -2.19114 1.08585 3.52581
H -3.45549 -0.11388 3.79080
H -5.34715 0.73921 0.71592
H -4.93527 -0.87693 1.33331
H -5.46720 0.33367 2.44594
H -0.18708 -2.79151 0.08794
H 1.45636 -2.07361 0.05103
H 1.18396 -3.70275 0.62266
H 1.18173 0.78131 -1.19848
C -0.44662 -6.70100 1.00907
Cl 1.17679 -6.14000 0.58500
Cl -1.64173 -5.41539 0.83776
H -0.71421 -7.53328 0.36912
H -0.43551 -7.00217 2.04959
C 1.39861 6.82832 5.49348
Cl 0.78943 6.49697 7.12034
Cl 1.68739 8.54512 5.20924
H 2.33097 6.29290 5.35823
H 0.66369 6.48993 4.77335
C -1.45512 8.27432 3.06486
Cl -0.36212 9.38997 2.23099
Cl -3.05797 8.96698 3.28918
H -1.54305 7.36718 2.47940
H -1.03598 8.06433 4.04314
C 3.82665 -2.68300 -3.52355
Cl 4.76336 -1.61508 -2.46008
Cl 2.08358 -2.48473 -3.34896
H 4.09407 -2.45914 -4.54911
H 4.08142 -3.70620 -3.27494
C 4.62852 -4.64329 2.30272
Cl 4.20345 -5.18971 0.68052
Cl 4.44407 -2.88700 2.48320
H 3.96867 -5.12831 3.01235
H 5.66244 -4.90061 2.49646
C -4.84830 -3.25316 4.22680
Cl -3.21462 -2.77621 3.73682
Cl -6.01252 -2.01454 3.76463
H -5.09600 -4.17398 3.71147
H -4.87356 -3.38634 5.30139
C 4.47692 -4.24801 -7.94471
Cl 5.41948 -3.04242 -7.06427
Cl 2.74268 -4.17860 -7.58797
H 4.61271 -4.06835 -9.00406
H 4.84108 -5.23137 -7.67281
C 9.34487 -4.37054 -6.84960
Cl 8.53513 -5.65147 -7.75919
Cl 8.32144 -3.72937 -5.55851
H 10.24578 -4.77805 -6.40750
H 9.58471 -3.56422 -7.53186
C -7.33759 -3.95869 0.35529
Cl -7.68546 -2.22628 0.29883
Cl -5.61365 -4.25397 0.62539
H -7.90014 -4.40110 1.16822
H -7.61553 -4.39733 -0.59490
C 0.82808 9.66286 -1.15778
Cl 1.76810 11.08998 -1.59324
Cl 1.67157 8.15921 -1.58926
H 0.66390 9.65923 -0.08757
H -0.10805 9.68079 -1.70225
C -6.49207 -0.60297 -2.80524
Cl -6.70181 1.14789 -2.90063
Cl -4.80872 -1.05802 -2.49347
H -7.09587 -0.98134 -1.99032
H -6.79236 -1.04006 -3.74992
C -3.34629 11.06022 6.34282
Cl -3.40820 12.80782 6.58854
Cl -1.70180 10.48385 6.05982
H -3.73265 10.57314 7.22975
H -3.94642 10.81262 5.47501
C -7.92788 -6.19476 -3.11024
Cl -8.86733 -6.42055 -1.62826
Cl -7.78404 -4.48439 -3.54283
H -6.93317 -6.59165 -2.94758
H -8.42355 -6.71762 -3.91888
C -0.74903 -5.59004 -4.08243
Cl 0.24003 -4.60810 -5.16451
Cl 0.05131 -5.79345 -2.51882
H -1.69895 -5.09826 -3.91149
H -0.89461 -6.55871 -4.54480
C 5.18209 7.78003 -2.37343
Cl 5.44967 6.54919 -3.61971
Cl 6.26809 9.15898 -2.55313
H 4.16001 8.12873 -2.45241
H 5.35937 7.32729 -1.40531
C -10.16315 -8.57227 1.86367
Cl -9.36415 -7.00598 1.64486
Cl -9.02201 -9.91434 1.76517
H -10.62964 -8.58325 2.84086
H -10.90303 -8.68752 1.08114
C 12.09996 -7.38418 -9.69939
Cl 12.86998 -6.10221 -10.63765
Cl 11.73276 -6.87119 -8.04670
H 11.17062 -7.65632 -10.18504
H 12.77293 -8.23133 -9.65196
C -0.93064 8.91847 -4.84488
Cl -0.25157 10.44668 -5.40277
Cl -1.94324 9.12826 -3.40547
H -1.54424 8.49947 -5.63289
H -0.11559 8.25055 -4.59169
*
```

Atomic partial charges in e from the Mulliken method, atoms 1 to 6: -0.350 0.582 -0.510 -0.287 -0.657 0.113

---

DFT (ωB97M-V with the def2-TZVPD basis set) results for C33H62F4Li2N2O41S4 as an isolated structure in a non-equilibrium geometry.

highest occupied orbital energy (alpha / beta)	-11.9 / -11.9	eV
HOMO-LUMO gap (alpha / beta)	8.9722 / 2.3181	eV

Structure (ORCA input):
```
! RIJCOSX wB97M-V def2-TZVPD def2/J DEFGRID3
* xyz 1 2
Li 1.25686 1.30062 -2.45267
Li -1.13461 1.21124 -2.46486
N 0.04741 0.90011 -0.95132
S -0.46966 1.83083 0.41753
O 0.61858 2.32609 1.26861
O -1.73721 1.59911 1.02675
F -0.85593 3.25009 -0.31979
S 0.31658 -0.35719 -0.08314
O -0.78783 -1.01771 0.61385
O 1.69055 -0.56504 0.36751
F 0.22808 -1.24946 -1.39613
N 0.04393 1.59266 -3.92199
S -0.19690 0.32384 -5.08828
O 0.74584 0.24840 -6.19521
O -1.59374 0.10419 -5.26100
F 0.30141 -0.89132 -4.26880
S -0.07020 2.82411 -4.87710
O -1.39165 3.04272 -5.47219
O 1.11415 3.25262 -5.58451
F 0.06938 3.89220 -3.63547
C 3.93291 1.20408 2.13785
C 4.48509 1.32656 3.57357
O 5.70118 0.63340 3.46316
C 6.00964 0.37031 2.20116
O 7.02702 -0.17039 1.78972
O 5.09424 0.85312 1.34305
H 3.56559 2.20019 1.89098
H 3.12764 0.48822 1.97302
H 3.88272 0.82835 4.33320
H 4.65479 2.37323 3.82610
C 1.28398 -7.02125 -0.02043
C -0.02675 -6.89807 -0.73745
O -0.12779 -5.51419 -0.96565
C 0.88935 -4.84474 -0.41262
O 0.96482 -3.62009 -0.39058
O 1.73297 -5.65386 0.17363
H 2.15190 -7.47807 -0.49595
H 1.17920 -7.37815 1.00414
H -0.73754 -7.26964 0.00067
H -0.04065 -7.52812 -1.62680
C -4.15484 -0.51606 -0.76519
O -3.92865 -1.62253 -1.59822
C -2.93851 -1.62763 -2.47596
O -2.19501 -0.69959 -2.62211
O -2.96165 -2.72536 -3.13727
C -2.24574 -3.02425 -4.29344
H -4.33973 -1.06614 0.15748
H -5.06539 -0.01740 -1.09735
H -3.26484 0.09884 -0.63142
H -2.19817 -2.17915 -4.98020
H -2.65551 -3.85314 -4.87061
H -1.23387 -3.25423 -3.95980
C 3.51717 -2.23894 -1.78522
O 3.88750 -1.73414 -3.04101
C 3.54682 -0.54231 -3.47128
O 2.81125 0.21350 -2.88395
O 4.18875 -0.38916 -4.64120
C 4.05620 0.80461 -5.42823
H 2.43222 -2.31303 -1.71123
H 3.91635 -1.66867 -0.94644
H 3.89401 -3.26164 -1.77174
H 5.07671 1.17136 -5.31792
H 3.20297 1.40769 -5.11774
H 4.07886 0.44025 -6.45528
C 0.24476 -3.05191 2.91286
O 1.17112 -3.75625 3.61642
C 1.16288 -5.19743 3.58283
O 0.37718 -5.93801 2.96886
O 2.13017 -5.59324 4.35182
C 2.13313 -6.97135 4.70791
H -0.77140 -3.39470 3.10782
H 0.45303 -2.97506 1.84570
H 0.19434 -2.03487 3.30167
H 1.69600 -7.12749 5.69413
H 3.13768 -7.34009 4.91529
H 1.73342 -7.68616 3.98862
C 3.94024 -2.76980 2.23082
O 5.29182 -2.90159 2.56352
C 6.09096 -3.20222 1.62652
O 5.77160 -3.51583 0.47506
O 7.31290 -3.10405 2.11810
C 8.36493 -3.78674 1.47732
H 3.74338 -1.80152 1.77063
H 3.44645 -2.83455 3.20039
H 3.49617 -3.49768 1.55177
H 9.25290 -3.85901 2.10533
H 8.53155 -3.33079 0.50138
H 8.20375 -4.85657 1.34472
C -4.42731 3.06712 0.15514
O -4.96801 2.73658 -1.16699
C -4.17499 2.42121 -2.15243
O -2.90152 2.23638 -2.07870
O -4.92286 2.48871 -3.33086
C -4.31745 2.22230 -4.54407
H -5.26278 3.50690 0.69983
H -3.57482 3.74444 0.10433
H -4.05539 2.11792 0.54089
H -4.99941 1.54666 -5.06035
H -3.30561 1.84216 -4.40345
H -4.23332 3.07864 -5.21318
C -2.02779 4.62299 3.50920
O -2.65798 3.99413 4.67346
C -3.78355 3.18590 4.50014
O -4.43152 2.90975 3.49748
O -4.29171 2.92585 5.64597
C -5.41435 2.04482 5.69267
H -1.56058 3.92522 2.81426
H -1.32319 5.36974 3.87527
H -2.66870 5.27139 2.91178
H -5.53366 1.64035 6.69779
H -5.13290 1.13545 5.16171
H -6.28274 2.58943 5.32199
C -6.10065 -4.54507 4.06731
O -5.85283 -3.39655 3.27930
C -4.90715 -2.50070 3.80757
O -4.15098 -2.64435 4.76531
O -4.94746 -1.47015 3.00459
C -3.82048 -0.64891 2.91337
H -6.78890 -5.18182 3.51147
H -6.53438 -4.19193 5.00286
H -5.24711 -5.19282 4.26729
H -4.19194 0.21347 2.35981
H -2.91043 -1.06516 2.48136
H -3.58565 -0.28058 3.91201
C -3.85113 5.65305 -4.18026
O -2.80342 5.48480 -3.19260
C -2.67654 6.33385 -2.23437
O -3.28048 7.41631 -2.05403
O -1.67175 5.86766 -1.44518
C -1.42131 6.46994 -0.20693
H -4.13305 6.69942 -4.29746
H -4.80522 5.20669 -3.89996
H -3.58836 5.21317 -5.14232
H -1.01030 7.46047 -0.40193
H -0.64958 5.88579 0.29437
H -2.27866 6.50177 0.46540
C 1.74282 5.40416 -0.61940
O 3.02829 4.97282 -0.85540
C 3.24919 3.72967 -1.20088
O 2.38804 2.82310 -1.27826
O 4.58155 3.47718 -1.31134
C 5.02136 2.17900 -1.48915
H 1.18116 5.54456 -1.54294
H 1.75317 6.39832 -0.17258
H 1.30794 4.68752 0.07732
H 6.08268 2.19926 -1.24155
H 5.01154 1.74333 -2.48825
H 4.63142 1.53315 -0.70243
*
```

Atomic partial charges in e from the Mulliken method, atoms 1 to 6: 1.339 1.468 1.557 -1.251 -0.426 0.246

---

DFT (ωB97M-V with the def2-TZVPD basis set) results for C33H62KN8O9PSSe as an isolated structure in a non-equilibrium geometry.

highest occupied orbital energy	-2.7	eV
relative energy (zero: lowest compared OMol25 entry of this formula, charge and spin)	0.00	kcal/mol
HOMO-LUMO gap	6.5957	eV

Structure (ORCA input):
```
! RIJCOSX wB97M-V def2-TZVPD def2/J DEFGRID3
* xyz -2 1
K -0.12288 1.28749 -0.99354
O -2.53279 -0.77664 -3.01478
C -3.63131 -0.76898 -2.12843
C -4.17317 0.64588 -1.94735
N -3.29231 1.44610 -1.11419
C -3.11073 2.77451 -1.66455
C -2.27378 2.66959 -2.96430
O -2.59607 3.35637 -3.94493
O -1.31811 1.84802 -2.90150
C -3.64200 1.43233 0.28947
C -2.45678 1.69415 1.25616
O -2.75143 1.54425 2.47908
O -1.36058 2.03233 0.79867
H -2.04676 0.05526 -2.84650
H -3.34280 -1.18847 -1.15798
H -4.40054 -1.41401 -2.57433
H -5.20530 0.60885 -1.55289
H -4.20879 1.09670 -2.94378
H -2.54721 3.37671 -0.95111
H -4.07133 3.28184 -1.86481
H -4.03377 0.44878 0.55730
H -4.43032 2.17421 0.52639
C 1.97303 -2.48615 1.47500
C 2.46310 -1.42831 0.49770
C 3.98546 -1.51423 0.31872
O 1.85419 -1.57110 -0.77305
C 2.13193 0.00699 1.02976
O 2.19141 0.19950 2.25399
O 1.89035 0.84627 0.12751
H 2.34146 -3.47839 1.20120
H 0.88427 -2.49569 1.48548
H 2.32191 -2.22507 2.47260
H 4.26492 -2.50075 -0.06061
H 4.50161 -1.32196 1.25921
H 4.29538 -0.76250 -0.40786
H 1.63738 -0.64842 -1.01230
C 1.33809 3.52612 2.48633
N 2.43091 3.66675 1.55305
C 2.33892 4.10342 0.27996
Se 1.15181 5.29066 -0.39753
N 3.49282 3.77689 -0.36623
C 4.32836 3.09857 0.49287
C 5.60490 2.58296 0.34330
C 6.19605 2.02456 1.46635
C 5.53458 1.98738 2.69041
C 4.25425 2.49692 2.84170
C 3.66401 3.05858 1.72267
H 0.39336 3.66739 1.96780
H 1.43314 4.24374 3.30589
H 1.35757 2.50246 2.86205
H 3.55029 3.80682 -1.36979
H 6.10916 2.61083 -0.61309
H 7.19003 1.60227 1.38846
H 6.02405 1.52759 3.53843
H 3.74215 2.45393 3.78868
C -3.25028 -2.99090 7.09555
C -3.83726 -1.63170 6.72214
C -3.64905 -1.28376 5.24630
C -2.20603 -0.89884 4.87680
N -2.01710 -0.80843 3.45332
C -1.88979 -1.84638 2.62900
S -1.88210 -1.63686 0.97300
N -1.74822 -3.10053 3.18134
C -1.74414 -4.29198 2.35834
C -3.13201 -4.68461 1.83778
C -4.06464 -5.20973 2.92487
C -5.45193 -5.53231 2.37871
H -3.41483 -3.20142 8.15284
H -2.17716 -3.02260 6.91088
H -3.72301 -3.78282 6.51305
H -3.37692 -0.85683 7.34078
H -4.90684 -1.64091 6.94815
H -4.28837 -0.43991 4.98268
H -3.96594 -2.12940 4.62872
H -1.49079 -1.61031 5.30669
H -1.98757 0.08707 5.28941
H -2.21426 0.12765 3.01761
H -2.03903 -3.22082 4.13778
H -1.29455 -5.10460 2.93809
H -1.11486 -4.07169 1.49592
H -3.01284 -5.44228 1.05783
H -3.56272 -3.79602 1.37373
H -4.16168 -4.46127 3.71687
H -3.63061 -6.11157 3.36988
H -5.92310 -4.63061 1.98975
H -6.09309 -5.94670 3.15804
H -5.38354 -6.25513 1.56544
C 1.72524 -0.00275 -6.51982
N 1.15486 0.20912 -5.21231
C -0.29387 0.10306 -5.16581
P 1.94126 1.12146 -4.05396
O 1.36024 1.04692 -2.71431
N 3.53293 0.47573 -4.14212
C 4.37162 1.14918 -3.15218
C 3.49968 -0.96145 -3.84888
N 2.21067 2.71231 -4.54762
C 2.99668 2.99330 -5.72812
C 1.05502 3.59540 -4.39786
H 1.30217 0.68102 -7.26849
H 1.51252 -1.02636 -6.85096
H 2.80408 0.13613 -6.48152
H -0.75719 0.60410 -6.02196
H -0.65770 0.58844 -4.26640
H -0.60907 -0.94338 -5.15546
H 4.40299 2.21601 -3.37029
H 5.38678 0.74553 -3.21013
H 4.00311 1.00433 -2.12865
H 2.82474 -1.46634 -4.53535
H 3.16018 -1.17152 -2.82850
H 4.51101 -1.35750 -3.98181
H 3.77032 2.23533 -5.84215
H 3.47153 3.97579 -5.62245
H 2.38750 3.01901 -6.64325
H 0.33671 3.14535 -3.71421
H 0.54628 3.75728 -5.35534
H 1.36186 4.56744 -4.00211
*
```

Atomic partial charges in e from the Mulliken method, atoms 1 to 6: 1.377 -0.619 0.319 -1.325 1.187 -1.012

---

What is the formula in the first record?
C33H62Br2Cl36N3O5S